# 1
Entry from OMol25: a gas-phase ion, C4H15N3 (charge +2) at a distorted geometry (the ωB97M-V functional and the def2-TZVPD basis).

* HOMO-LUMO gap (alpha / beta): 4.465 / 8.656 eV
* HOMO (alpha / beta): -11.5 / -21.6 eV
* LUMO level (alpha / beta): -7.1 / -12.9 eV
* total charge: +2
* expectation value of S²: 2.004
* multiplicity: 3

Structure (XYZ):
```
22
Properties=species:S:1:pos:R:3:forces:R:3:mulliken_charge:R:1
C 0.014032 0.255928 1.536386 1.86 -1.10 0.04 -1.912
C 1.220817 -0.963012 -0.318472 -0.12 0.75 2.00 -1.042
C -1.195405 -0.573971 -0.510562 0.03 0.08 -2.56 -1.480
C 0.043564 0.088201 0.027806 0.42 -1.42 -0.83 0.638
N 0.314788 1.330303 -0.659761 -0.99 -1.43 1.66 -0.394
N 2.462883 -0.175516 -0.275070 1.42 2.40 2.37 -0.334
N -2.593049 -0.032202 -0.294946 -1.92 -0.82 1.09 -0.330
H -0.353989 -0.666315 1.995202 -0.16 -0.01 -0.13 0.491
H 1.017622 0.438517 1.960355 -0.37 0.10 -0.09 0.327
H -0.587902 1.053102 1.780433 -1.48 1.81 0.88 0.641
H 1.329127 -1.572068 0.600011 -0.75 -0.91 -1.29 0.473
H 1.176318 -1.306631 -1.331685 -0.48 -1.05 -0.22 0.503
H -1.025474 -0.692659 -1.628315 -0.65 0.33 1.22 0.452
H -1.176621 -1.546037 -0.139880 -0.34 -1.85 0.89 0.435
H 0.682884 1.957433 0.004346 1.65 2.19 0.91 0.454
H -0.402545 1.763306 -1.280528 -1.37 0.35 -1.53 0.548
H 3.385142 -0.502871 -0.648465 -0.90 0.04 -0.28 0.407
H 2.663374 0.219825 0.708392 0.01 -1.30 -1.08 0.394
H 2.072590 0.700990 -0.615105 1.83 0.54 -1.47 0.358
H -3.180132 -0.354735 -1.070594 0.17 0.24 -0.76 0.457
H -2.595255 1.008824 -0.339581 -0.10 0.14 0.05 0.450
H -3.272765 -0.430413 0.500035 2.23 0.94 -0.82 0.464
```
Forces are in eV/Å.


# 2
Entry from OMol25: 2 unconnected molecules or ions with the total composition C4H15N3O at a distorted geometry (the ωB97M-V functional and the def2-TZVPD basis).

* HOMO-LUMO gap: 12.227 eV
* HOMO: -18.7 eV
* LUMO level: -6.4 eV
* total charge: +2

Structure (XYZ):
```
23
Properties=species:S:1:pos:R:3:forces:R:3:mulliken_charge:R:1
C 0.592529 0.376309 -0.459434 -0.02 -1.52 -0.29 -0.821
C 0.313617 -1.090449 -0.881430 0.26 0.81 -0.15 -0.344
C -0.634604 -1.870162 0.017520 -0.94 0.16 -0.17 -1.054
N -2.385019 0.138267 1.420587 -0.43 -0.23 -0.49 -0.226
C -2.818895 -0.723912 0.532204 0.29 -0.24 -0.23 0.132
N -2.085941 -1.580024 -0.136939 0.12 0.28 0.00 -0.051
N 1.953771 0.868727 -0.916363 -1.87 -0.18 0.58 -0.188
H -0.158585 0.981109 -0.940611 -0.05 0.68 0.13 0.347
H 0.550129 0.458137 0.616032 0.18 0.29 0.30 0.415
H -0.068956 -1.105484 -1.906050 0.00 -0.04 0.07 0.349
H 1.258670 -1.627137 -0.920818 0.07 -0.27 0.19 0.447
H -0.425649 -1.833803 1.081789 0.38 0.07 0.15 0.492
H -0.577532 -2.887375 -0.309663 0.27 -0.72 0.13 0.360
H -3.090243 0.628324 1.952810 0.33 0.34 0.09 0.271
H -1.404488 0.320199 1.544368 -0.05 0.03 0.47 0.138
H -3.874150 -0.730883 0.294676 -0.18 -0.08 0.31 0.414
H -2.627122 -2.250288 -0.666231 0.12 0.09 -0.26 0.258
H 2.704757 0.223389 -0.666210 -0.02 0.01 -0.24 0.368
H 2.082527 1.767666 -0.378003 0.70 0.16 -0.31 0.330
H 1.844140 0.973067 -1.920655 0.82 0.30 -0.22 0.382
H 3.532971 2.462519 1.081177 0.12 0.52 0.18 0.358
H 2.675265 3.722053 0.676989 0.30 0.03 0.20 0.353
O 2.642814 2.779745 0.884257 -0.40 -0.49 -0.44 -0.729
```
Forces are in eV/Å.


# 3
Entry from OMol25: a molecular structure, C4H15N4 at a distorted geometry (the ωB97M-V functional and the def2-TZVPD basis).

* HOMO-LUMO gap: 10.280 eV
* HOMO: -12.9 eV
* LUMO level: -2.6 eV
* total charge: +1

Structure (XYZ):
```
23
Properties=species:S:1:pos:R:3:forces:R:3:mulliken_charge:R:1
C 2.082443 -1.164873 -1.248327 0.40 -2.10 -1.09 -0.827
C -1.457407 -1.664431 -0.242387 0.69 -1.86 -0.48 -0.894
C -2.288484 0.601380 0.192669 -3.59 -1.10 -1.33 -0.918
C 0.102627 0.193654 -0.519571 0.93 2.45 3.54 -0.271
N 1.449549 1.656522 1.231295 1.06 0.28 -2.98 -0.557
N 1.237037 -0.569535 -0.241620 -0.03 2.27 1.18 -0.212
N 0.279942 1.775496 0.480294 -0.48 -4.61 0.41 -0.254
N -1.207466 -0.351687 0.290594 1.69 0.14 0.21 -0.062
H 1.463568 -2.073219 -1.473205 1.50 0.24 -0.57 0.279
H 2.268838 -0.609231 -2.174234 -0.50 0.32 0.15 0.314
H 3.166885 -1.433931 -0.931934 -2.24 0.31 0.20 0.281
H -1.201865 -1.812182 -1.305576 0.03 0.49 0.49 0.327
H -0.915758 -2.396637 0.362472 0.09 0.09 -0.35 0.325
H -2.474198 -1.859711 -0.127693 -1.81 -0.54 0.11 0.430
H -2.736389 0.668763 -0.857266 0.80 -0.33 1.32 0.358
H -3.152624 0.343965 0.903021 1.40 0.26 -0.99 0.320
H -1.851584 1.499346 0.437456 0.46 2.19 0.70 0.469
H -0.317026 0.437683 -1.517065 0.65 -0.46 0.50 0.500
H 1.236835 1.832013 2.140953 -0.90 0.15 3.30 0.207
H 2.166292 2.349766 1.007664 -0.12 -0.35 -0.48 0.218
H 1.824470 -0.086734 0.505802 -1.25 -0.22 -0.64 0.407
H 0.287982 2.545287 -0.099031 0.27 1.74 -1.94 0.204
H -1.101956 -0.508136 1.325551 0.94 0.64 -1.25 0.356
```
Forces are in eV/Å.


# 4
Entry from OMol25: 3 unconnected molecules or ions with the total composition C4H15NO2 at a distorted geometry (the ωB97M-V functional and the def2-TZVPD basis).

* HOMO-LUMO gap: 9.447 eV
* HOMO: -8.6 eV
* LUMO level: 0.9 eV

Structure (XYZ):
```
22
Properties=species:S:1:pos:R:3:forces:R:3:mulliken_charge:R:1
C 1.687757 -0.331805 1.287816 -0.88 -0.14 0.33 -1.194
C 0.838444 0.912531 1.119386 -0.42 1.20 -0.33 -0.558
C 0.035931 0.957106 -0.215457 0.52 0.19 -0.72 0.482
C 0.340319 2.338502 -0.909019 -0.61 -1.84 0.58 -1.623
N -1.367246 0.643933 -0.076801 0.37 -0.10 0.43 -0.488
H 1.089344 -1.131655 1.730407 0.09 0.02 0.14 0.173
H 1.929247 -0.662935 0.278490 0.78 0.00 0.14 0.322
H 2.538016 -0.181923 1.947803 0.23 -0.03 -0.28 0.378
H 1.459401 1.814492 1.123844 0.34 -0.23 0.01 0.369
H 0.124440 1.119313 1.923084 0.08 -0.48 0.08 0.356
H 0.435459 0.185309 -0.881442 0.15 -0.03 0.08 0.300
H -0.137606 2.401036 -1.885254 -0.32 0.22 0.17 0.405
H -0.022646 3.049744 -0.169921 0.24 0.70 -0.45 0.420
H 1.411811 2.361458 -1.087207 0.10 0.47 0.28 0.363
H -1.659814 -0.259499 -0.419414 -0.30 0.38 -0.11 0.160
H -2.021744 1.403418 -0.070100 -0.16 -0.14 -0.18 0.171
O -2.621997 -2.439034 -1.100445 0.54 -0.20 -0.07 -0.669
H -1.749880 -2.870474 -1.272257 -0.99 0.67 -0.11 0.343
H -3.010194 -2.111084 -1.926092 0.52 -0.36 0.23 0.313
O 0.090627 -2.597310 -0.086394 -0.84 -0.73 -0.81 -0.648
H 0.999150 -2.377023 0.041931 0.79 0.19 0.20 0.276
H -0.388809 -2.224093 0.647045 -0.22 0.26 0.39 0.348
```
Forces are in eV/Å.


Number 1: E -324.758055 hartree. Number 2: E -400.340804 hartree. Number 3: E -380.057955 hartree. Number 4: E -366.610716 hartree.